DFT (wB97M-V/def2-TZVPD) results for 6 unconnected molecules or ions with the total composition C2H16NO5.

Atoms and positions in Å:
C1 1.64608 -1.14669 1.11591
C2 1.76491 -0.64206 2.32175
N1 1.29361 -0.29829 -0.04081
H1 2.10074 -2.06834 0.80157
H2 2.22025 -1.32692 3.01809
H3 1.44746 0.31761 2.69358
H4 1.96211 0.42569 -0.29186
H5 1.05025 -0.80474 -0.89451
H6 0.31565 0.15822 0.13723
H7 1.05147 4.10360 2.16907
H8 1.57827 4.27435 0.73345
O1 0.98508 3.75009 1.27945
H9 1.63749 -5.04826 1.65894
H10 0.98741 -3.79050 2.02564
O2 1.63495 -4.15102 1.40598
H11 -1.96768 0.14776 -2.96249
H12 -2.03279 -1.15533 -2.16207
O3 -1.82033 -0.22365 -2.08448
H13 -0.66937 1.81779 1.15132
H14 -1.59531 0.61583 1.00923
O4 -0.67440 0.84694 1.19217
H15 -4.14549 1.07056 -5.48777
H16 -4.72570 1.49026 -4.06783
O5 -4.04466 1.63710 -4.72157

## Properties
Total energy (Eh): -516.48635
Charge: +1
Multiplicity: 1

DFT (wB97M-V/def2-TZVPD) results for a molecular structure, C40H32N2O7PPtS3.

Atoms and positions in Å:
Pt1 0.83439 1.22816 -0.52116
N1 3.11979 0.44039 -1.27440
N2 4.04907 1.42572 -1.01753
C1 3.62944 2.74838 -0.75042
O1 4.52230 3.59798 -0.72125
O2 2.37380 2.90694 -0.51610
H1 3.24634 -0.37019 -0.68128
H2 3.07954 0.17653 -2.24911
H3 4.97152 1.33988 -1.39909
O3 -1.38447 -1.14904 0.03894
C2 -1.80182 -0.09220 0.55854
O4 -1.35766 1.09706 0.40389
C3 -3.04164 -0.24391 1.41022
C4 -4.03860 -1.12138 1.01493
C5 -5.19325 -1.30767 1.78612
C6 -5.27237 -0.59805 2.95598
O5 -6.28042 -0.61469 3.89531
C7 -5.87418 0.28711 4.92616
O6 -4.62043 0.85029 4.55345
C8 -4.28128 0.27583 3.34627
C9 -3.15857 0.49353 2.59267
H4 -3.91021 -1.67036 0.08753
H5 -5.97974 -1.98763 1.48235
H6 -5.77006 -0.25452 5.86695
H7 -6.61740 1.07803 5.03243
H8 -2.39055 1.19461 2.88241
C10 -4.39667 -1.12533 -3.39751
C11 -4.06031 0.11746 -2.87363
C12 -2.75374 0.37918 -2.48637
C13 -1.77522 -0.60755 -2.61045
C14 -2.11779 -1.85773 -3.11321
C15 -3.42609 -2.11042 -3.51542
P1 -0.05700 -0.16359 -2.15892
C16 0.95556 -1.69293 -2.26643
C17 1.10904 -2.47578 -1.11355
C18 1.95332 -3.57767 -1.11725
C19 2.67173 -3.91318 -2.25795
C20 2.55077 -3.12860 -3.39586
C21 1.70285 -2.02566 -3.40012
C22 0.33520 0.72258 -3.77086
C23 0.89389 2.00336 -3.70894
C24 1.07998 2.76817 -4.85826
C25 0.70416 2.26554 -6.09210
C26 0.14341 0.99413 -6.17536
C27 -0.04271 0.23637 -5.02864
H9 -5.41712 -1.33007 -3.70208
H10 -4.81755 0.88513 -2.76964
H11 -2.48250 1.34415 -2.06795
H12 -1.36433 -2.63546 -3.18175
H13 -3.68246 -3.08017 -3.92633
H14 0.58151 -2.18725 -0.21382
H15 2.06167 -4.16656 -0.21320
H16 3.33676 -4.76955 -2.25597
H17 3.12793 -3.36106 -4.28504
H18 1.64298 -1.42252 -4.29541
H19 1.19413 2.41217 -2.74928
H20 1.51657 3.75739 -4.78183
H21 0.83813 2.86009 -6.98941
H22 -0.15895 0.59660 -7.13728
H23 -0.50022 -0.74220 -5.11341
O7 1.48005 -0.03806 1.07378
C28 1.79863 0.48598 2.33400
C29 3.27205 0.91376 2.39660
C30 4.30120 0.31163 1.74556
C31 5.57126 0.88252 2.05234
C32 5.47799 1.90520 2.94459
S1 3.85248 2.18974 3.39655
C33 1.58144 -0.67447 3.31575
C34 0.66863 -1.67100 3.16372
C35 0.62942 -2.56556 4.27705
C36 1.52281 -2.22946 5.24728
S2 2.41694 -0.82878 4.81575
C37 0.89598 1.64735 2.80188
C38 0.12267 1.72414 3.92227
C39 -0.63461 2.93278 4.00327
C40 -0.42167 3.74237 2.93221
S3 0.72930 3.08131 1.85536
H24 4.14385 -0.51223 1.06021
H25 6.50535 0.54218 1.61956
H26 6.26670 2.53415 3.33774
H27 0.04578 -1.74154 2.27804
H28 -0.03042 -3.42476 4.33849
H29 1.70796 -2.72088 6.19348
H30 0.07611 0.94332 4.67169
H31 -1.31886 3.16074 4.81241
H32 -0.86153 4.70970 2.72981

## Properties
Total energy (Eh): -3834.92279
Charge: -1
Multiplicity: 3
<S²>: 2.007

DFT (wB97M-V/def2-TZVPD) results for a molecular structure, C13H20BBaCl3GeN2O3.

Atoms and positions in Å:
Ba1 -2.65629 2.56019 0.08287
N1 -4.35419 1.05617 1.62386
C1 -4.27167 1.47746 3.04075
C2 -4.45038 2.97755 3.15682
N2 -3.30095 3.70282 2.55804
H1 -5.29433 1.24804 1.27367
H2 -4.25916 0.04564 1.56415
H3 -3.29083 1.18764 3.42812
H4 -5.01959 0.97632 3.65829
H5 -4.59662 3.24998 4.20331
H6 -5.35148 3.27656 2.61630
H7 -2.51983 3.66729 3.20937
H8 -3.54015 4.68893 2.49190
Cl1 -4.43819 1.57460 -2.75910
Ge1 -5.22853 3.40427 -1.64372
Cl2 -5.64014 4.85580 -3.20778
Cl3 -7.23203 2.72080 -1.04423
O1 -1.09732 6.49419 -0.82910
C3 -1.53337 5.52099 -0.49472
C4 5.13350 -3.56227 -1.04850
C5 3.71887 -3.22401 -1.51821
C6 3.77089 -2.89691 -3.01728
C7 2.82708 -4.45312 -1.29315
C8 3.12888 -2.02978 -0.76591
C9 3.84045 -1.34219 0.22056
C10 3.32334 -0.24675 0.91242
C11 2.05172 0.13197 0.57332
O2 1.27365 1.19062 1.08651
B1 0.13182 1.07931 0.37381
O3 0.06590 0.07364 -0.53142
C12 1.33276 -0.53830 -0.39647
C13 1.82925 -1.61206 -1.08519
H9 5.50291 -4.41738 -1.61506
H10 5.15767 -3.83346 0.00851
H11 5.82648 -2.73552 -1.21378
H12 4.19445 -3.73958 -3.56573
H13 4.39427 -2.02105 -3.20489
H14 2.77867 -2.70123 -3.42628
H15 3.24096 -5.31266 -1.82237
H16 1.81346 -4.29447 -1.66368
H17 2.76641 -4.70342 -0.23265
H18 4.84115 -1.66156 0.46900
H19 3.89425 0.27131 1.66945
H20 1.23627 -2.10638 -1.84180

## Properties
Total energy (Eh): -4350.41796
Charge: +1
Multiplicity: 2
<S²>: 0.753

DFT (wB97M-V/def2-TZVPD) results for C5H7N in the gas phase.

Atoms and positions in Å:
C1 1.94891 0.06044 0.15418
C2 0.45333 0.01598 0.04214
C3 -0.29268 -1.04428 -0.41040
N1 -1.61792 -0.69387 -0.36225
C4 -1.73506 0.58235 0.11767
C5 -0.47184 1.05093 0.37640
H1 2.26777 0.39803 1.14678
H2 2.38112 -0.93210 -0.01191
H3 2.39339 0.74214 -0.58080
H4 0.01945 -2.02019 -0.75811
H5 -2.38312 -1.27710 -0.65536
H6 -2.70443 1.04456 0.24456
H7 -0.22764 2.03171 0.76587

## Properties
Total energy (Eh): -249.47105
Multiplicity: 1
Structure (SMILES): Cc1cc[nH]c1

DFT (wB97M-V/def2-TZVPD) results for 3 unconnected molecules or ions with the total composition CH8O2S2.

Atoms and positions in Å:
C1 1.43824 -0.84327 -1.54736
S1 -0.27133 -1.03753 -1.02800
S2 -0.92295 0.86182 -0.61677
H1 1.65086 0.11892 -2.01082
H2 1.60477 -1.63540 -2.26966
H3 2.15244 -0.96661 -0.72157
H4 -0.77683 0.85841 0.71090
H5 2.31265 0.51268 1.41751
H6 1.40261 1.46891 0.65667
O1 2.33264 1.27769 0.83376
H7 -1.63659 -0.72764 4.02746
H8 -2.58620 -0.41438 2.88988
O2 -1.66861 -0.65125 3.06800

## Properties
Total energy (Eh): -989.73832
Multiplicity: 1
Structure (SMILES): CSS.O.O

DFT (wB97M-V/def2-TZVPD) results for a gas-phase ion, C4H8NO2 (charge -1).

Atoms and positions in Å:
C1 -1.02607 1.32564 0.17425
C2 -0.38480 0.66952 1.36650
N1 0.46815 -0.31740 1.11978
C3 1.03667 -0.66745 -0.17210
C4 0.05124 -1.09156 -1.26991
O1 -0.36299 -0.09251 -2.07549
O2 -0.61327 0.98971 2.53428
H1 -0.21851 1.77872 -0.41557
H2 -1.45647 0.67512 -0.57472
H3 -1.65504 2.11348 0.53250
H4 1.00965 -0.54767 1.93652
H5 1.71585 -1.49852 0.00294
H6 1.65234 0.15736 -0.57569
H7 -0.79298 -1.58977 -0.74978
H8 0.57622 -1.90466 -1.83352

## Properties
Total energy (Eh): -362.45472
Charge: -1
Multiplicity: 1
Structure (SMILES): CC(=O)NCC[O-]